Density functional theory data (ωB97M-V/def2-TZVPD) for a cluster of 12 separate species, C44H120N8O16 in total.

Last columns: bonded neighbours and bond lengths (Å).
Positions of all 188 atoms, in Å:
1 C 17.34567 42.57481 -5.18196  O2 1.389, H10 1.090, H11 1.090, H12 1.090
2 O 16.23881 41.75895 -5.37529  C1 1.389, C3 1.412
3 C 16.25365 40.63675 -4.51912  O2 1.412, C4 1.605, H13 1.090, H14 1.090
4 C 15.08413 39.61441 -4.92344  C3 1.605, N5 1.467, H15 1.090, H16 1.090
5 N 13.91203 40.40192 -4.52410  C4 1.467, C6 1.497, H17 1.010
6 C 12.50459 39.90960 -4.65595  N5 1.497, C7 1.474, H18 1.090, H19 1.090
7 C 11.55343 40.93183 -4.18259  C6 1.474, O8 1.482, H20 1.090, H21 1.090
8 O 11.69955 42.28738 -4.76417  C7 1.482, C9 1.468
9 C 10.63643 43.15682 -4.24498  O8 1.468, H22 1.090, H23 1.090, H24 1.090
10 H 17.23293 43.52788 -5.69872  C1 1.090
11 H 18.10709 42.01514 -5.72520  C1 1.090
12 H 17.58828 42.60887 -4.11984  C1 1.090
13 H 16.11773 41.04740 -3.51863  C3 1.090
14 H 17.20990 40.11403 -4.49766  C3 1.090
15 H 14.97403 38.73201 -4.29309  C4 1.090
16 H 15.05457 39.20718 -5.93408  C4 1.090
17 H 13.93712 41.34916 -4.87370  N5 1.010
18 H 12.32028 39.08590 -3.96627  C6 1.090
19 H 12.26798 39.48566 -5.63186  C6 1.090
20 H 11.59256 40.98103 -3.09440  C7 1.090
21 H 10.55991 40.54382 -4.40725  C7 1.090
22 H 10.79491 44.17239 -4.60776  C9 1.090
23 H 10.52854 43.30452 -3.17043  C9 1.090
24 H 9.66773 42.83789 -4.62969  C9 1.090
25 C 7.18728 41.90083 -11.20696  O26 1.478, H34 1.090, H35 1.090, H36 1.090
26 O 8.05094 41.22911 -10.21380  C25 1.478, C27 1.429
27 C 8.42817 42.04662 -9.10415  O26 1.429, C28 1.495, H37 1.090, H38 1.090
28 C 9.16287 41.17240 -8.13893  C27 1.495, N29 1.477, H39 1.090, H40 1.090
29 N 10.49275 40.76346 -8.63329  C28 1.477, C30 1.428, H41 1.010
30 C 10.82795 39.52378 -8.00964  N29 1.428, C31 1.515, H42 1.090, H43 1.090
31 C 10.49800 38.34908 -8.90755  C30 1.515, O32 1.356, H44 1.090, H45 1.090
32 O 10.91776 37.15974 -8.41025  C31 1.356, C33 1.488
33 C 12.36994 36.86696 -8.55513  O32 1.488, H46 1.090, H47 1.090, H48 1.090
34 H 6.19746 41.90905 -10.75056  C25 1.090
35 H 7.01385 41.17338 -11.99995  C25 1.090
36 H 7.50335 42.84863 -11.64272  C25 1.090
37 H 7.55369 42.46192 -8.60324  C27 1.090
38 H 8.94076 42.91334 -9.52146  C27 1.090
39 H 8.60782 40.24412 -8.00362  C28 1.090
40 H 9.30298 41.73784 -7.21765  C28 1.090
41 H 10.36242 40.62957 -9.62586  N29 1.010
42 H 10.56817 39.49945 -6.95133  C30 1.090
43 H 11.89423 39.58841 -7.79291  C30 1.090
44 H 10.87790 38.41129 -9.92730  C31 1.090
45 H 9.44274 38.33587 -9.18020  C31 1.090
46 H 12.79466 36.79089 -9.55609  C33 1.090
47 H 12.39094 35.85172 -8.15896  C33 1.090
48 H 13.03675 37.59669 -8.09583  C33 1.090
49 C 14.43600 31.28080 -3.22092  O50 1.420, H58 1.090, H59 1.090, H60 1.090
50 O 15.65349 31.74392 -3.78642  C49 1.420, C51 1.385
51 C 15.54463 32.22435 -5.08098  O50 1.385, C52 1.529, H61 1.090, H62 1.090
52 C 16.75032 33.00722 -5.60282  C51 1.529, N53 1.466, H63 1.090, H64 1.090
53 N 17.89189 32.08912 -5.55691  C52 1.466, C54 1.493, H65 1.010
54 C 19.00420 32.76697 -6.28569  N53 1.493, C55 1.567, H66 1.090, H67 1.090
55 C 20.33544 32.01946 -5.93295  C54 1.567, O56 1.427, H68 1.090, H69 1.090
56 O 20.73824 32.15830 -4.57083  C55 1.427, C57 1.347
57 C 20.91783 31.03420 -3.85000  O56 1.347, H70 1.090, H71 1.090, H72 1.090
58 H 14.10473 30.29230 -3.53910  C49 1.090
59 H 13.61415 31.91746 -3.54850  C49 1.090
60 H 14.46964 31.32640 -2.13239  C49 1.090
61 H 14.60920 32.72938 -5.32183  C51 1.090
62 H 15.39609 31.38593 -5.76148  C51 1.090
63 H 17.13769 33.89280 -5.09903  C52 1.090
64 H 16.54783 33.33671 -6.62191  C52 1.090
65 H 17.90205 31.85358 -4.57481  N53 1.010
66 H 19.25652 33.78113 -5.97598  C54 1.090
67 H 18.87205 32.70673 -7.36597  C54 1.090
68 H 21.07687 32.47631 -6.58845  C55 1.090
69 H 20.31436 31.00063 -6.31980  C55 1.090
70 H 20.95400 31.33823 -2.80388  C57 1.090
71 H 21.84629 30.46322 -3.84266  C57 1.090
72 H 20.11129 30.36536 -4.15040  C57 1.090
73 C 7.95173 40.84467 0.31365  O74 1.384, H82 1.090, H83 1.090, H84 1.090
74 O 8.16009 39.47786 0.25287  C73 1.384, C75 1.445
75 C 9.39183 38.98248 -0.31671  O74 1.445, C76 1.618, H85 1.090, H86 1.090
76 C 9.01999 37.51383 -0.88545  C75 1.618, N77 1.465, H87 1.090, H88 1.090
77 N 8.53046 37.47282 -2.26536  C76 1.465, C78 1.473, H89 1.010
78 C 9.00776 38.52379 -3.18044  N77 1.473, C79 1.529, H90 1.090, H91 1.090
79 C 8.46185 38.36504 -4.60007  C78 1.529, O80 1.408, H92 1.090, H93 1.090
80 O 8.97641 37.18285 -5.16596  C79 1.408, C81 1.425
81 C 8.38612 36.90697 -6.43348  O80 1.425, H94 1.090, H95 1.090, H96 1.090
82 H 7.88212 41.30408 -0.67235  C73 1.090
83 H 8.73489 41.32302 0.90182  C73 1.090
84 H 6.97484 41.00647 0.76929  C73 1.090
85 H 10.12627 38.75972 0.45730  C75 1.090
86 H 9.81063 39.69804 -1.02430  C75 1.090
87 H 8.22593 37.01971 -0.32561  C76 1.090
88 H 9.93797 36.94339 -1.02690  C76 1.090
89 H 8.66095 36.59186 -2.74179  N77 1.010
90 H 10.05853 38.49173 -3.46847  C78 1.090
91 H 8.73535 39.50696 -2.79669  C78 1.090
92 H 8.75859 39.30134 -5.07272  C79 1.090
93 H 7.39533 38.34677 -4.37580  C79 1.090
94 H 8.62557 37.66786 -7.17632  C81 1.090
95 H 7.30502 36.80950 -6.53254  C81 1.090
96 H 8.85755 35.99825 -6.80776  C81 1.090
97 C 12.65528 33.18078 -0.20957  C98 1.509, H103 1.090, H104 1.090, H105 1.090
98 C 11.90313 32.40581 0.84375  C97 1.509, C99 1.558, N102 1.467, H106 1.090
99 C 11.70634 33.14768 2.20005  C98 1.558, O100 1.402, H107 1.090, H108 1.090
100 O 12.98996 33.30456 2.74159  C99 1.402, C101 1.417
101 C 12.98618 34.14040 3.88520  O100 1.417, H109 1.090, H110 1.090, H111 1.090
102 N 10.56399 32.14718 0.30354  C98 1.467, H112 1.010, H113 1.010
103 H 12.16086 34.13096 -0.41157  C97 1.090
104 H 12.68536 32.55550 -1.10189  C97 1.090
105 H 13.71466 33.24039 0.03994  C97 1.090
106 H 12.51012 31.52168 1.03864  C98 1.090
107 H 11.11665 32.39790 2.72748  C99 1.090
108 H 11.18673 34.10358 2.26608  C99 1.090
109 H 12.10426 33.89162 4.47549  C101 1.090
110 H 12.89166 35.15292 3.49281  C101 1.090
111 H 13.86490 34.12570 4.52997  C101 1.090
112 H 9.98271 32.97042 0.23662  N102 1.010
113 H 10.01183 31.44825 0.77968  N102 1.010
114 C 13.35736 38.25958 -1.06286  C115 1.509, H120 1.090, H121 1.090, H122 1.090
115 C 14.65823 38.22037 -0.29947  C114 1.509, C116 1.596, N119 1.496, H123 1.090
116 C 15.50012 37.04105 -0.96795  C115 1.596, O117 1.405, H124 1.090, H125 1.090
117 O 16.74825 36.81276 -0.36351  C116 1.405, C118 1.427
118 C 16.91194 35.86504 0.69069  O117 1.427, H126 1.090, H127 1.090, H128 1.090
119 N 15.29608 39.54411 -0.57954  C115 1.496, H129 1.010, H130 1.010
120 H 12.55425 38.88276 -0.66948  C114 1.090
121 H 12.91937 37.26367 -0.99628  C114 1.090
122 H 13.44658 38.57418 -2.10265  C114 1.090
123 H 14.57818 37.93968 0.75072  C115 1.090
124 H 15.73662 37.32357 -1.99379  C116 1.090
125 H 14.97299 36.09821 -1.11385  C116 1.090
126 H 17.91525 35.94885 1.10838  C118 1.090
127 H 16.92293 34.82340 0.36981  C118 1.090
128 H 16.00312 35.89659 1.29164  C118 1.090
129 H 15.47010 39.68997 -1.56368  N119 1.010
130 H 16.20453 39.56773 -0.13879  N119 1.010
131 C 13.79769 36.15220 -4.79714  C132 1.509, H137 1.090, H138 1.090, H139 1.090
132 C 12.36347 35.70096 -4.92524  C131 1.509, C133 1.535, N136 1.438, H140 1.090
133 C 11.88457 35.17156 -3.56597  C132 1.535, O134 1.443, H141 1.090, H142 1.090
134 O 10.67580 34.38547 -3.52220  C133 1.443, C135 1.371
135 C 10.59620 33.24461 -4.27893  O134 1.371, H143 1.090, H144 1.090, H145 1.090
136 N 11.54547 36.84146 -5.23926  C132 1.438, H146 1.010, H147 1.010
137 H 13.83662 36.95618 -4.06216  C131 1.090
138 H 14.40481 36.41509 -5.66339  C131 1.090
139 H 14.42827 35.35531 -4.40288  C131 1.090
140 H 12.34327 34.88030 -5.64233  C132 1.090
141 H 11.60477 36.00038 -2.91569  C133 1.090
142 H 12.69884 34.66551 -3.04733  C133 1.090
143 H 10.28010 33.46704 -5.29810  C135 1.090
144 H 9.81254 32.67910 -3.77478  C135 1.090
145 H 11.51740 32.67056 -4.37874  C135 1.090
146 H 10.55766 36.63138 -5.25330  N136 1.010
147 H 11.70379 37.03135 -6.21853  N136 1.010
148 C 15.97875 36.89509 -10.67380  C149 1.641, H154 1.090, H155 1.090, H156 1.090
149 C 16.60833 37.92300 -9.55957  C148 1.641, C150 1.595, N153 1.450, H157 1.090
150 C 16.05966 39.41591 -9.67914  C149 1.595, O151 1.372, H158 1.090, H159 1.090
151 O 14.68833 39.45250 -9.65955  C150 1.372, C152 1.434
152 C 14.18744 40.71760 -9.20701  O151 1.434, H160 1.090, H161 1.090, H162 1.090
153 N 16.12107 37.40773 -8.29538  C149 1.450, H163 1.010, H164 1.010
154 H 14.90951 36.69049 -10.61949  C148 1.090
155 H 16.49431 35.93482 -10.68751  C148 1.090
156 H 16.27156 37.32632 -11.63109  C148 1.090
157 H 17.67818 37.71479 -9.57260  C149 1.090
158 H 16.35510 39.88015 -10.62004  C150 1.090
159 H 16.52562 40.15382 -9.02609  C150 1.090
160 H 14.12223 40.84768 -8.12676  C152 1.090
161 H 13.18079 40.82013 -9.61228  C152 1.090
162 H 14.72963 41.59065 -9.57021  C152 1.090
163 H 16.01938 38.21705 -7.69977  N153 1.010
164 H 15.18177 37.08258 -8.47453  N153 1.010
165 C 11.30071 29.42039 -1.52577  O166 1.391, H167 1.090, H168 1.090, H169 1.090
166 O 10.44117 30.41944 -1.97172  C165 1.391, H170 0.960
167 H 12.33735 29.53208 -1.84356  C165 1.090
168 H 11.34418 29.29701 -0.44365  C165 1.090
169 H 10.83650 28.48917 -1.85049  C165 1.090
170 H 10.37615 31.08507 -1.28303  O166 0.960
171 C 10.72146 28.11458 -4.67367  O172 1.402, H173 1.090, H174 1.090, H175 1.090
172 O 10.80935 29.51228 -4.73044  C171 1.402, H176 0.960
173 H 11.62312 27.60547 -4.33320  C171 1.090
174 H 9.89755 27.91536 -3.98841  C171 1.090
175 H 10.62022 27.83327 -5.72186  C171 1.090
176 H 10.70655 29.86883 -3.84505  O172 0.960
177 C 11.52337 31.45319 -7.92762  O178 1.434, H179 1.090, H180 1.090, H181 1.090
178 O 11.64397 32.58125 -8.80458  C177 1.434, H182 0.960
179 H 10.49436 31.32392 -7.59217  C177 1.090
180 H 11.85964 30.54867 -8.43445  C177 1.090
181 H 12.19650 31.66183 -7.09608  C177 1.090
182 H 12.47929 32.52836 -9.27474  O178 0.960
183 C 8.01176 34.30396 -1.16992  O184 1.395, H185 1.090, H186 1.090, H187 1.090
184 O 8.53927 34.33736 0.12159  C183 1.395, H188 0.960
185 H 8.84288 33.93425 -1.77046  C183 1.090
186 H 7.21910 33.55591 -1.18469  C183 1.090
187 H 7.61582 35.25661 -1.52176  C183 1.090
188 H 7.78990 34.44268 0.71232  O184 0.960

Structure (SMILES) = COC[C@H](C)N.COC[C@H](C)N.COC[C@H](C)N.COC[C@H](C)N.COCCNCCOC.COCCNCCOC.COCCNCCOC.COCCNCCOC.CO.CO.CO.CO
E = -3389.7400 a.u.
HOMO energy = -8.22 eV